No. 1
C3H6NO | the ωB97M-V functional and the def2-TZVPD basis

Summary:
net charge = +1
orbital gap = 9.94 eV
relative energy (zero: lowest compared OMol25 entry of this formula, charge and spin) = 212.85 kJ/mol

Geometry as XYZ:
```
11
Properties=species:S:1:pos:R:3:forces:R:3
C 0.8809 0.9508 0.0943 1.743 0.971 1.159
C 1.7303 -0.0633 -0.2361 -4.980 2.052 1.085
C -0.1529 -0.1214 0.5012 1.614 1.386 -1.366
N -1.4282 -0.3117 -0.2881 -0.624 1.853 1.306
O 0.7890 -1.0762 0.0168 0.131 -1.699 -0.079
H 1.1797 2.0026 0.4029 -1.111 -1.415 -0.655
H 2.6351 -0.1318 -0.7184 2.045 -0.819 -0.597
H -0.5858 -0.2863 1.4687 0.992 -0.008 1.068
H -1.4605 0.0312 -1.2396 0.656 -0.336 -0.667
H -2.1583 0.3545 0.2064 1.106 -2.568 -0.879
H -1.4291 -1.3485 -0.2083 -1.571 0.584 -0.375
```
Positions in Å, forces in eV/Å.

No. 2
C4H9Cl | the ωB97M-V functional and the def2-TZVPD basis

Summary:
net charge = 0
orbital gap (alpha / beta) = 8.12 / 9.01 eV
relative energy (zero: lowest compared OMol25 entry of this formula, charge and spin) = 379.18 kJ/mol

Geometry as XYZ:
```
14
Properties=species:S:1:pos:R:3:forces:R:3
C -0.8399 0.5729 -1.4781 0.067 0.166 0.158
C -0.1701 1.0506 -0.1950 0.279 0.203 -0.381
C -0.6952 0.4209 1.0166 0.625 -0.642 -0.042
C 1.2694 -1.6927 0.9831 -0.491 0.433 0.274
Cl 2.3492 -0.9030 -0.0483 0.493 -0.153 -0.215
H -1.8846 0.8759 -1.5108 -0.102 -0.024 -0.033
H -0.3347 0.9852 -2.3475 -0.003 0.016 -0.132
H -0.7927 -0.5117 -1.5395 -0.011 -0.148 -0.050
H -0.2238 2.1433 -0.1104 -0.019 -0.006 -0.018
H 0.9150 0.8294 -0.2816 -0.380 0.289 0.082
H -0.4316 0.8082 1.9808 0.010 0.057 0.330
H -1.4448 -0.3440 0.9561 -0.276 -0.150 0.051
H 0.7291 -2.5141 0.5549 -0.169 -0.108 -0.124
H 1.5547 -1.7205 2.0197 -0.023 0.068 0.100
```
Positions in Å, forces in eV/Å.

No. 3
CH6N2O | the ωB97M-V functional and the def2-TZVPD basis

Summary:
structure (SMILES) = NNCO
net charge = 0
orbital gap = 10.44 eV
relative energy (zero: lowest compared OMol25 entry of this formula, charge and spin) = 222.80 kJ/mol

Geometry as XYZ:
```
10
Properties=species:S:1:pos:R:3:forces:R:3
C -0.6847 -0.3141 -0.1507 -1.024 -3.344 -0.609
N 1.6964 0.1809 0.0837 -2.005 1.287 1.090
N 0.3311 0.2963 0.5810 1.556 1.471 2.005
O -2.0122 0.1944 -0.0232 0.766 -0.509 0.146
H -0.2519 -0.3034 -1.1927 -1.034 -0.160 0.569
H -0.9006 -1.4383 0.1989 0.661 1.961 -0.997
H 1.7427 -0.7426 -0.2567 0.765 -0.970 -1.179
H 1.7211 0.9250 -0.5955 0.672 -0.438 -0.623
H 0.4195 0.0771 1.5674 -0.653 -0.040 -0.218
H -2.0615 1.1247 -0.2123 0.297 0.742 -0.184
```
Positions in Å, forces in eV/Å.

No. 4
C24H22BrN9O2PdS | the ωB97M-V functional and the def2-TZVPD basis

Summary:
net charge = +2
orbital gap = 3.98 eV
relative energy (zero: lowest compared OMol25 entry of this formula, charge and spin) = 422.35 kJ/mol

Geometry as XYZ:
```
60
Properties=species:S:1:pos:R:3:forces:R:3
Pd -0.4574 -0.3086 -0.6954 -0.170 4.489 -1.678
N -0.9883 2.1867 3.2492 0.471 -1.167 0.516
C -0.3000 1.2726 2.3788 0.485 1.494 -0.322
N -0.8044 1.2329 1.0436 0.156 -1.452 -0.324
C -1.6793 2.1526 0.6358 -0.222 0.311 -0.439
N -2.1849 2.1646 -0.5880 -0.491 0.580 0.315
N -1.7350 1.3426 -1.4647 1.132 -2.548 0.939
C -2.1354 1.2145 -2.6827 0.154 -0.055 0.072
C -1.3004 0.4423 -3.5708 0.369 -0.549 -0.630
C -1.6764 0.1359 -4.8807 0.025 0.153 0.404
C -0.7910 -0.5474 -5.6925 0.103 -0.031 0.147
C 0.4737 -0.8366 -5.2029 -0.057 0.066 0.096
C 0.7746 -0.4941 -3.8900 0.016 -0.191 -0.389
N -0.0938 0.0884 -3.0805 -0.246 0.016 0.254
C -2.1312 3.2475 1.4763 0.309 -0.159 0.826
C -2.8706 4.3178 0.9865 -0.207 0.418 0.345
C -3.2844 5.3160 1.8520 -0.030 -0.129 -0.133
C -3.0069 5.2271 3.2205 0.018 -0.075 -0.339
C -2.2770 4.1726 3.7231 0.258 -0.292 -0.209
C -1.7870 3.1933 2.8428 -0.899 1.047 -0.876
H -0.7313 2.1395 4.2264 -0.023 0.338 -0.310
H 0.7709 1.5549 2.3275 -0.053 -0.247 0.232
H -3.0024 1.7433 -3.0626 0.094 0.271 0.241
H -2.6447 0.4313 -5.2478 -0.188 0.009 -0.014
H -1.0843 -0.8471 -6.6866 0.030 0.069 -0.124
H 1.2139 -1.3126 -5.8263 0.093 -0.027 -0.034
H 1.7565 -0.7024 -3.4845 0.012 -0.011 0.077
H -3.0914 4.3600 -0.0681 -0.076 0.037 -0.034
H -3.8339 6.1653 1.4769 -0.042 0.029 -0.053
H -3.3527 6.0088 3.8826 -0.009 -0.034 0.050
H -2.0480 4.1170 4.7770 0.059 -0.026 0.108
C 3.4151 -4.4920 -2.6696 0.405 -0.042 -0.232
N 2.3534 -3.6779 -2.1390 0.003 0.091 0.259
C 0.9794 -3.8493 -2.5433 -0.474 -0.033 -0.108
C 0.3239 -2.6772 -1.8381 0.145 -0.486 -0.405
O -0.8568 -2.3475 -1.8766 0.046 -0.355 -0.153
N 1.2640 -2.0027 -1.1339 -0.380 0.514 0.530
C 2.4461 -2.6125 -1.3406 -0.337 -0.113 -0.237
N 3.5717 -2.1609 -0.8069 0.114 -0.052 0.051
H 3.0236 -5.4818 -2.8960 0.051 0.011 0.065
H 4.2164 -4.5986 -1.9433 0.058 -0.099 0.036
H 3.8166 -4.0547 -3.5866 0.040 -0.074 0.012
H 0.5699 -4.8098 -2.2125 0.005 0.110 0.009
H 0.8456 -3.7815 -3.6276 0.038 0.047 0.074
H 3.5393 -1.3192 -0.2584 0.027 -0.015 -0.028
H 4.4485 -2.6370 -0.9242 0.051 0.051 -0.047
O -1.7476 -1.5549 0.7199 0.311 -1.961 1.077
S -0.8018 -2.6365 1.0947 0.209 2.235 0.554
N 0.5012 -2.0699 1.7807 -1.112 -1.854 -1.040
Br 1.7397 0.8798 6.7223 -0.129 -0.212 -0.583
C 1.3155 0.2810 4.9602 -0.358 0.208 0.848
C 2.3954 -0.1193 4.1122 -0.551 -0.002 -0.059
C 2.1247 -0.8340 2.9848 -0.044 -0.114 -0.741
C 0.7883 -1.0454 2.5447 -0.452 1.204 1.336
C -0.2793 -0.1495 3.1332 0.468 -1.667 0.479
C 0.0322 0.1460 4.5642 0.625 0.017 -0.226
H 3.4037 0.0248 4.4639 0.198 -0.009 -0.051
H 2.9245 -1.3339 2.4619 0.084 -0.095 -0.074
H -1.2708 -0.5948 3.0289 0.042 0.184 -0.097
H -0.7784 0.3282 5.2506 -0.151 0.179 0.035
```
Positions in Å, forces in eV/Å.

No. 5
C16H10AlCl6 | the ωB97M-V functional and the def2-TZVPD basis

Summary:
net charge = -1
orbital gap = 6.58 eV

Geometry as XYZ:
```
33
Properties=species:S:1:pos:R:3:forces:R:3
C -1.1527 -0.4036 3.4563 -0.931 1.014 -0.667
C -1.7804 0.5498 2.6368 0.488 -0.501 0.620
C -0.7680 1.1565 1.7395 0.316 -0.755 0.098
H -2.8307 0.8787 2.6844 0.628 -0.444 -0.163
C 0.5118 0.5768 2.2141 -0.613 -0.317 0.703
C 0.2513 -0.4079 3.1596 0.033 1.369 -0.788
H 0.9812 -1.0564 3.6068 0.145 -0.065 0.107
H -1.6136 -1.0243 4.2453 0.133 0.423 -0.715
H -0.8295 2.2063 1.4400 -0.037 -0.191 0.151
H 1.4824 0.8847 1.8484 -0.007 -0.169 -0.030
Al -0.6962 0.1202 -0.1586 -0.399 -0.359 1.018
Cl -1.9860 -1.5460 -0.0558 -0.216 -1.460 0.695
C -2.1903 0.2166 -2.3359 -0.365 1.768 0.134
C -1.1854 1.2143 -2.5325 -1.531 -0.105 0.448
C -1.5364 2.3623 -1.7422 -0.213 -0.878 -0.259
H -0.3954 1.1294 -3.2609 0.073 0.049 0.058
C -2.7409 2.0731 -1.0597 -0.098 -0.842 -0.874
C -3.1669 0.7657 -1.4375 0.636 0.817 -0.692
H -4.1018 0.2991 -1.1679 0.173 -0.112 0.265
H -2.2728 -0.6815 -2.9271 0.067 -0.203 0.310
H -1.0135 3.3014 -1.7437 0.208 0.177 0.168
H -3.2885 2.7625 -0.4317 0.071 -0.092 0.111
Cl 1.5208 -3.1695 1.7447 -0.333 -0.182 -0.072
C 1.9828 -2.1672 0.4265 1.369 0.589 -1.391
C 1.2223 -1.0867 -0.0176 -0.699 1.531 -0.659
C 1.8085 -0.2526 -0.9613 1.801 -1.202 -0.427
Cl 1.1609 1.3385 -1.2091 0.738 0.429 0.721
C 2.9534 -0.5509 -1.7183 -0.208 -0.653 1.080
Cl 3.3399 0.3672 -3.1097 0.382 0.101 -0.213
C 3.7178 -1.6478 -1.2885 -1.433 0.243 0.248
Cl 5.0881 -2.1167 -2.1897 0.466 -0.091 -0.132
C 3.2591 -2.4039 -0.1833 -0.780 0.509 -0.204
Cl 4.2687 -3.6883 0.3289 0.137 -0.397 0.354
```
Positions in Å, forces in eV/Å.

No. 6
C4H18N2O6 | the ωB97M-V functional and the def2-TZVPD basis

Summary:
structure (SMILES) = NCC[C@@H](N)C(=O)O.O.O.O.O
net charge = 0
orbital gap = 9.42 eV
relative energy (zero: lowest compared OMol25 entry of this formula, charge and spin) = 228.73 kJ/mol

Geometry as XYZ:
```
30
Properties=species:S:1:pos:R:3:forces:R:3
O 1.4445 -2.0081 1.2912 1.061 0.274 0.947
C 0.5111 -2.1304 0.5721 -0.808 -1.348 -2.179
O 0.5609 -3.2140 -0.3575 1.073 1.901 2.570
C -0.7260 -1.1194 0.4863 -0.196 -3.931 -0.898
C -0.2037 0.2897 0.5879 -1.061 1.283 -0.432
C 0.4206 0.6237 1.9427 -1.486 2.530 0.711
N 0.7195 2.1035 1.9165 0.521 0.423 1.340
N -1.4522 -1.5617 -0.7203 0.368 -0.797 1.413
H -1.4375 -1.5327 1.2442 0.876 1.145 0.430
H -1.1054 0.9721 0.2963 2.069 -1.478 1.029
H 0.5768 0.5044 -0.1920 -0.937 -0.435 0.413
H 1.2945 0.0351 2.1607 0.012 -0.374 0.198
H -0.3495 0.6234 2.7905 1.041 -0.822 -1.083
H 1.1135 2.4170 2.8375 -0.765 -0.568 -1.004
H 1.4464 2.4100 1.2778 -0.073 -0.511 -0.426
H -0.9898 -1.1710 -1.5195 -0.921 0.277 -0.584
H -0.3163 -3.2955 -0.6848 -1.681 0.233 -0.971
H -2.4709 -1.6809 -0.6104 1.256 0.946 -0.713
H -1.8311 0.8308 -2.6838 -0.077 0.948 0.839
H -2.0188 1.6124 -1.1811 0.656 -0.615 -1.998
O -2.0295 0.7789 -1.7346 -0.699 0.201 0.086
H 2.7278 -0.0972 -0.0867 1.049 -1.794 -2.218
H 3.0463 -1.5593 -0.0688 0.071 -0.280 -0.484
O 3.0877 -0.8401 -0.7266 -0.794 1.830 2.752
H 1.9487 -0.8110 -1.9014 -2.860 2.261 -1.289
H 0.9500 -0.2795 -3.1770 0.218 -0.312 -0.993
O 1.0876 -0.1973 -2.2482 2.414 -1.864 2.062
H -2.7676 2.7208 -0.0336 0.544 0.582 0.139
H -1.4178 2.6299 0.6595 0.841 -0.013 1.100
O -1.8196 2.9465 -0.1371 -1.712 0.307 -0.758
```
Positions in Å, forces in eV/Å.

No. 7
C6H11N | the ωB97M-V functional and the def2-TZVPD basis

Summary:
structure (SMILES) = C/C=C(N)/C=C/C
net charge = 0
orbital gap = 8.24 eV
relative energy (zero: lowest compared OMol25 entry of this formula, charge and spin) = 223.31 kJ/mol

Geometry as XYZ:
```
18
Properties=species:S:1:pos:R:3:forces:R:3
C 2.2126 1.7759 -1.0882 0.889 1.594 -0.142
N 0.9155 0.4118 1.2548 0.537 1.990 -0.364
C 0.3547 0.5335 -0.0093 -1.747 -1.254 -0.635
C 0.9673 0.9896 -1.1247 -0.108 -0.278 0.521
C -2.2316 -2.1136 0.5226 -1.395 -0.440 0.390
C -1.7072 -0.7326 0.7708 -0.254 -0.513 -0.391
C -0.9556 -0.1449 -0.1832 0.535 0.431 0.573
H 2.2925 2.3961 -0.1841 -0.019 -0.416 0.180
H 2.1667 2.5883 -1.8436 0.140 -0.654 -0.006
H 3.1814 1.2663 -1.2064 -0.334 -0.148 -0.105
H 0.7837 -0.4004 1.8286 -0.190 -0.058 -0.287
H 1.8297 0.8383 1.2438 0.118 -0.450 0.629
H 0.5760 0.7059 -2.0990 -0.397 0.460 0.285
H -3.1953 -2.3441 0.9926 -0.320 0.454 -0.251
H -1.6154 -2.8211 1.1114 0.339 0.289 -0.702
H -2.2955 -2.4053 -0.5353 0.331 0.047 0.332
H -1.9664 -0.3457 1.7546 1.292 -0.075 0.296
H -1.3131 -0.1981 -1.2054 0.584 -0.981 -0.322
```
Positions in Å, forces in eV/Å.

No. 8
CHN5O2 | the ωB97M-V functional and the def2-TZVPD basis

Summary:
net charge = 0
orbital gap = 10.56 eV
relative energy (zero: lowest compared OMol25 entry of this formula, charge and spin) = 150.62 kJ/mol

Geometry as XYZ:
```
9
Properties=species:S:1:pos:R:3:forces:R:3
C -0.2765 -0.0463 0.1397 0.404 0.597 0.991
H 2.1344 0.8586 -1.4008 -2.246 -1.297 1.074
N -1.5791 -0.0246 0.7584 -1.291 -0.264 -0.080
N 0.5974 -1.0298 0.3885 -1.240 -2.558 0.462
N 1.6441 -0.8712 -0.3468 -2.128 2.756 0.325
N 1.3283 0.3300 -0.8862 6.972 1.836 -3.459
N 0.2503 0.9256 -0.5823 -1.639 -0.858 -0.007
O -2.4856 0.6991 0.2392 2.568 -2.198 1.990
O -1.6134 -0.8415 1.6904 -1.400 1.985 -1.295
```
Positions in Å, forces in eV/Å.

Number 1: strongest force on any atom 0.107 hartree/bohr. Number 2: strongest force on any atom 0.017 hartree/bohr. Number 3: strongest force on any atom 0.069 hartree/bohr. Number 4: strongest force on any atom 0.093 hartree/bohr. Number 5: strongest force on any atom 0.043 hartree/bohr. Number 6: strongest force on any atom 0.078 hartree/bohr. Number 7: strongest force on any atom 0.044 hartree/bohr. Number 8: strongest force on any atom 0.156 hartree/bohr.